Molecular formula: C31H47LaNO4P2
Method: DFT, the ωB97M-V functional and the def2-TZVPD basis

Atoms and positions in Å:
La1 0.235 0.124 -0.493
C1 2.078 0.395 1.468
C2 0.868 0.003 2.130
C3 1.615 -1.792 0.873
C4 2.548 -0.723 0.714
C5 0.561 -1.336 1.725
C6 2.715 1.743 1.441
H1 2.216 2.447 2.115
H2 2.706 2.180 0.427
H3 3.772 1.691 1.743
C7 3.787 -0.764 -0.110
H4 4.510 -0.013 0.232
H5 3.600 -0.574 -1.180
H6 4.269 -1.750 -0.047
C8 1.745 -3.161 0.305
H7 2.797 -3.403 0.101
H8 1.212 -3.293 -0.653
H9 1.349 -3.913 1.002
C9 -0.640 -2.141 2.082
H10 -0.348 -3.063 2.604
H11 -1.208 -2.458 1.193
H12 -1.327 -1.590 2.733
C10 0.028 0.836 3.036
H13 0.118 0.545 4.096
H14 -1.043 0.736 2.797
H15 0.298 1.898 2.988
C11 -3.195 5.382 -1.318
C12 -2.568 5.793 -0.199
C13 -3.238 6.269 1.047
C14 -4.478 5.453 1.499
C15 -4.472 3.986 1.179
C16 -5.103 3.447 0.119
C17 -5.525 4.194 -1.113
C18 -4.675 5.437 -1.526
H16 -3.549 7.325 0.933
H17 -5.387 5.940 1.106
H18 -2.500 6.259 1.867
H19 -5.105 6.334 -1.052
H20 -2.611 5.157 -2.220
H21 -1.488 5.953 -0.189
H22 -4.828 5.554 -2.614
H23 -5.544 3.488 -1.961
H24 -5.470 2.414 0.163
H25 -6.565 4.550 -1.000
H26 -4.520 5.536 2.599
H27 -4.047 3.345 1.960
P1 -0.711 2.793 -0.677
P2 -2.685 -0.266 -0.310
C19 -2.486 2.518 -1.173
C20 -3.133 1.139 -1.416
H28 -2.669 3.130 -2.069
H29 -2.996 3.030 -0.348
H30 -4.220 1.245 -1.287
H31 -2.946 0.820 -2.456
C21 -3.282 -1.684 -1.281
H32 -3.217 -2.588 -0.661
H33 -2.644 -1.815 -2.168
H34 -4.324 -1.516 -1.581
C22 -3.811 -0.136 1.108
H35 -4.856 -0.076 0.773
H36 -3.567 0.757 1.705
H37 -3.679 -1.027 1.741
C23 -0.087 4.146 -1.704
H38 0.989 4.242 -1.499
H39 -0.574 5.107 -1.519
H40 -0.216 3.876 -2.761
C24 -0.897 3.430 1.045
H41 -1.316 2.655 1.701
H42 -1.564 4.299 1.103
H43 0.094 3.716 1.427
O1 -0.654 -1.712 -3.420
C25 0.554 -1.615 -3.191
O2 1.088 -0.678 -2.408
C26 1.552 -2.582 -3.736
C27 1.290 -3.286 -4.927
C28 2.160 -4.278 -5.362
C29 3.269 -4.623 -4.570
C30 3.578 -3.885 -3.405
C31 2.726 -2.862 -3.015
N1 4.031 -5.777 -4.897
O3 3.747 -6.442 -5.919
O4 4.967 -6.091 -4.125
H44 0.408 -3.041 -5.515
H45 2.007 -4.803 -6.298
H46 4.477 -4.120 -2.839
H47 2.967 -2.271 -2.126

Forces on the atoms, in the same order (eV/Å):
1.06 -1.27 -0.21
-0.67 -0.70 0.08
0.47 -0.44 -0.47
0.30 0.85 0.54
-0.87 -0.36 0.33
0.76 0.56 -0.12
0.35 0.37 0.14
0.10 -0.10 -0.11
0.06 0.01 0.20
-0.27 0.07 -0.06
0.47 0.05 -0.29
-0.11 -0.21 -0.08
0.06 0.05 0.27
-0.07 0.27 0.01
-0.05 -0.51 -0.28
-0.29 0.02 0.10
0.07 -0.01 0.25
0.13 0.17 -0.19
-0.30 -0.49 0.28
-0.14 0.18 -0.04
0.11 -0.02 0.20
0.13 -0.09 -0.07
-0.29 0.23 0.52
0.08 -0.04 -0.32
0.18 0.11 0.06
-0.08 -0.28 0.02
0.79 1.00 0.56
-0.36 0.51 -1.24
-0.17 0.12 0.61
0.32 0.63 0.12
-0.87 -0.42 -0.20
-0.28 0.32 0.95
-0.29 0.31 -0.24
-0.71 -0.19 -0.34
0.23 -0.34 0.03
0.29 -0.40 0.14
-0.19 0.07 -0.27
0.30 -0.28 -0.12
-0.10 0.09 0.51
-0.30 -0.21 -0.14
-0.09 0.12 0.45
0.00 0.15 0.35
0.78 0.08 -0.11
0.26 -0.23 -0.10
-0.19 0.03 -0.43
-0.47 -0.01 -0.16
-0.87 0.78 0.30
-0.22 0.06 -0.19
-0.10 0.28 -0.01
0.16 0.00 -0.10
0.10 -0.31 0.35
-0.04 -0.28 -0.49
0.17 0.13 -0.33
-0.06 -0.07 0.38
-0.09 -0.14 0.06
-0.08 0.15 -0.19
-0.20 0.05 0.25
0.19 -0.13 0.03
-0.17 0.01 0.25
0.25 -0.04 0.13
-0.11 -0.28 -0.18
-0.09 0.33 -0.17
0.33 0.29 -0.22
-0.26 0.05 -0.14
0.19 -0.32 -0.12
0.10 0.03 0.27
0.10 0.27 0.01
0.18 0.11 -0.29
0.28 -0.38 -0.09
-0.28 -0.12 -0.05
0.98 0.26 0.39
-0.09 0.73 0.32
-0.35 -0.95 -1.13
0.36 -0.86 -0.46
0.17 0.26 0.36
0.54 -0.17 0.35
-1.45 1.81 0.78
-0.07 -0.46 -0.71
-0.12 0.25 -0.06
2.34 -2.93 -0.85
0.30 1.58 1.99
-1.80 0.70 -1.37
0.15 -0.06 0.19
-0.11 -0.03 0.19
-0.30 -0.03 -0.15
-0.19 -0.35 -0.47

Computed properties:
Energy relative to the best compared isomer or geometry (same formula, charge and spin) ... 0.0 kcal/mol
HOMO level ... -10.8 eV
Kohn-Sham gap ... 7.73 eV
Charge ... +1

Löwdin population analysis, charges in e, atoms 1 to 8: number 1, La, carries 1.82; number 2, C, carries -0.34; number 3, C, carries -0.33; number 4, C, carries -0.32; number 5, C, carries -0.32; number 6, C, carries -0.36; number 7, C, carries -0.05; number 8, H, carries 0.07

Molecular formula: C42H86Br3N2O13
Method: DFT, the ωB97M-V functional and the def2-TZVPD basis

Atoms and positions in Å:
C1 1.982 -7.473 -1.059
C2 0.835 -6.482 -0.976
C3 1.061 -5.013 -1.679
C4 0.455 -3.742 -0.770
C5 -1.109 -4.288 -0.524
O1 -2.108 -3.262 -0.296
C6 -3.406 -3.896 -0.652
O2 -4.577 -3.128 -0.186
C7 -4.840 -3.597 1.188
C8 -5.307 -2.247 2.045
O3 -4.050 -1.623 2.530
C9 1.197 -3.814 0.700
Br1 3.179 -4.043 0.663
C10 0.750 -2.469 1.495
N1 1.177 -2.347 2.934
C11 0.131 -1.592 3.782
C12 1.341 -3.653 3.656
C13 -0.045 -4.543 3.944
O4 2.484 -4.206 4.070
C14 1.099 -1.063 0.648
C15 2.628 -0.567 0.754
C16 2.773 1.043 1.194
C17 2.511 1.302 2.791
O5 3.726 1.869 3.401
C18 3.909 3.290 3.070
N2 0.431 -1.045 -0.747
Br2 1.282 0.245 -1.899
C19 -0.863 -0.364 -0.473
C20 -1.946 -0.045 -1.622
C21 -3.094 0.964 -0.941
C22 -2.631 2.535 -0.889
C23 -2.594 3.272 -2.355
C24 0.538 -2.294 -1.526
Br3 2.385 -2.118 -2.426
C25 -0.374 -2.486 -2.874
C26 0.103 -2.320 -4.295
H1 1.836 -8.629 -0.806
H2 3.009 -7.071 -1.450
H3 -0.132 -6.880 -0.460
H4 2.196 -4.940 -1.913
H5 0.514 -5.099 -2.737
H6 -1.435 -4.862 -1.520
H7 -1.191 -5.081 0.331
H8 -3.408 -4.980 -0.162
H9 -3.533 -4.072 -1.808
H10 -5.631 -4.457 1.269
H11 -3.864 -3.989 1.731
H12 -6.043 -2.550 2.913
H13 -5.871 -1.563 1.258
H14 -4.219 -0.634 2.559
H15 0.767 -4.800 1.220
H16 -0.445 -2.475 1.527
H17 0.242 -0.447 3.553
H18 -0.967 -1.937 3.573
H19 0.463 -1.758 4.897
H20 0.134 -5.698 3.892
H21 -0.536 -4.215 4.963
H22 -0.845 -4.266 3.103
H23 0.542 -0.284 1.373
H24 3.357 -0.723 -0.124
H25 3.128 -1.138 1.679
H26 2.179 1.760 0.476
H27 3.926 1.290 1.005
H28 2.305 0.256 3.317
H29 1.563 2.016 2.871
H30 3.351 4.040 3.778
H31 3.634 3.585 1.971
H32 5.076 3.514 3.183
H33 -1.441 -0.850 0.450
H34 -0.589 0.742 -0.098
H35 -1.562 0.478 -2.595
H36 -2.576 -0.993 -1.983
H37 -3.203 0.588 0.187
H38 -4.150 0.777 -1.434
H39 -1.607 2.679 -0.304
H40 -3.448 3.103 -0.230
H41 -1.582 2.957 -2.875
H42 -3.513 2.895 -2.974
H43 -2.687 4.435 -2.235
H44 -1.539 -2.731 -2.786
H45 -0.228 -1.313 -4.830
H46 0.805 -3.091 -4.849
C27 8.379 2.822 3.222
O6 7.699 3.564 2.211
C28 8.183 4.908 2.104
C29 9.146 5.061 0.925
O7 10.349 4.314 1.134
C30 10.350 3.084 0.418
H47 8.155 1.765 3.074
H48 9.461 2.964 3.171
H49 8.011 3.126 4.205
H50 8.654 5.227 3.043
H51 7.312 5.548 1.933
H52 9.436 6.115 0.843
H53 8.666 4.772 -0.017
H54 10.546 3.274 -0.642
H55 9.406 2.545 0.527
H56 11.155 2.456 0.816
C31 -6.054 2.779 1.416
O8 -5.819 4.112 0.966
C32 -6.894 4.612 0.162
C33 -7.810 5.534 0.970
O9 -8.500 4.814 1.996
C34 -7.905 4.998 3.276
H57 -5.345 2.563 2.216
H58 -7.068 2.652 1.800
H59 -5.879 2.082 0.592
H60 -7.460 3.786 -0.286
H61 -6.443 5.188 -0.652
H62 -8.576 5.943 0.299
H63 -7.251 6.376 1.392
H64 -8.169 5.987 3.667
H65 -6.818 4.895 3.241
H66 -8.304 4.236 3.954
C35 0.315 6.624 4.670
O10 -0.127 6.950 3.354
C36 0.311 5.995 2.381
C37 -0.807 5.015 2.020
O11 -1.153 4.185 3.133
C38 -2.338 4.626 3.786
H67 -0.258 7.224 5.378
H68 0.163 5.567 4.900
H69 1.374 6.876 4.770
H70 1.204 5.463 2.733
H71 0.590 6.557 1.484
H72 -0.447 4.348 1.226
H73 -1.688 5.543 1.638
H74 -3.213 4.346 3.190
H75 -2.337 5.707 3.952
H76 -2.402 4.127 4.758
C39 1.261 -7.001 -9.339
O12 0.191 -6.156 -9.760
C40 -0.775 -5.945 -8.724
C41 -0.577 -4.587 -8.046
O13 0.661 -4.538 -7.329
C42 1.673 -3.842 -8.049
H77 2.071 -6.907 -10.063
H78 1.636 -6.721 -8.352
H79 0.919 -8.039 -9.325
H80 -0.743 -6.761 -7.991
H81 -1.761 -5.961 -9.199
H82 -1.377 -4.442 -7.310
H83 -0.640 -3.769 -8.773
H84 1.491 -2.763 -7.990
H85 1.717 -4.150 -9.097
H86 2.639 -4.061 -7.583

Forces on the atoms, in the same order (eV/Å):
-3.59 3.00 0.05
4.25 -3.23 -0.34
-0.41 -1.03 -0.40
0.07 -1.79 1.25
-0.23 -0.60 -1.25
-0.90 -1.30 -0.70
-1.11 -0.93 -0.20
2.78 -2.63 0.97
-0.19 1.22 2.26
-0.24 -1.13 -1.27
-2.07 1.08 -0.62
-1.67 0.20 0.31
-1.17 0.24 -0.07
-1.55 -0.50 -0.87
-0.68 -0.84 0.73
0.56 0.74 0.16
3.86 -4.64 1.81
-0.47 0.95 -0.71
-6.87 4.24 -2.88
1.43 0.13 3.74
1.41 0.77 1.51
1.11 -0.43 -0.56
-0.38 -0.21 -0.80
-1.89 1.11 -1.14
1.42 1.12 -0.10
0.24 1.38 0.57
-1.08 3.52 0.52
-4.10 2.61 1.22
-2.08 -0.30 -0.69
0.87 -0.47 1.06
-1.10 0.57 0.46
0.14 -0.69 0.55
0.17 -5.53 -3.35
0.29 -3.43 0.47
-0.48 1.31 -1.69
-0.13 0.07 2.22
0.39 2.96 -0.40
-2.13 -1.05 0.72
1.74 1.06 -1.35
-2.08 0.12 0.67
0.98 0.57 2.33
0.93 1.12 1.96
0.55 1.50 -1.38
-0.08 2.21 -0.91
0.51 0.79 2.06
1.26 1.73 -0.60
-1.84 0.91 -1.27
1.63 0.68 -1.56
1.17 -1.29 1.78
0.28 -1.81 0.04
1.13 2.31 -1.01
2.21 -0.26 -0.43
-0.34 -2.19 0.50
1.94 0.55 0.46
-0.93 0.43 -2.16
0.01 2.42 0.31
1.15 -0.81 -1.97
1.65 -0.55 1.74
0.99 -1.59 -2.28
-1.69 -0.11 1.21
-1.34 1.02 -2.09
0.93 -1.45 1.52
-2.48 -0.51 0.47
0.54 2.36 -0.98
1.97 -1.36 0.29
0.74 -1.71 -1.11
0.36 -0.87 1.88
-2.58 -0.60 -0.24
1.42 0.54 -2.24
-0.30 -2.72 -0.71
-0.30 -1.06 2.00
1.72 1.94 1.00
0.09 0.81 -2.28
2.31 0.62 0.77
-2.05 -0.43 -1.32
1.76 -1.22 -1.34
-2.15 0.89 0.75
1.83 0.73 1.04
0.41 -2.33 -0.28
2.56 1.80 0.28
-0.64 -3.07 0.32
-0.47 2.40 1.54
-0.19 0.00 -0.13
0.37 0.19 0.16
-0.14 -0.29 -0.45
0.38 0.10 0.55
-0.55 -0.16 -0.17
0.25 0.06 0.08
-0.06 0.10 -0.03
-0.05 0.04 -0.01
0.10 -0.03 0.11
0.04 -0.08 -0.16
0.03 0.02 -0.01
-0.07 -0.08 0.01
-0.03 -0.06 0.12
-0.05 -0.10 -0.02
-0.01 0.06 0.00
-0.09 0.22 -0.04
0.13 0.35 -0.08
-0.33 -0.37 0.04
0.19 0.40 0.29
-0.38 -0.50 -0.14
0.56 0.15 -0.06
-0.26 -0.07 0.06
0.04 0.09 -0.03
0.02 0.02 -0.03
-0.07 -0.18 -0.05
0.00 0.10 0.15
-0.03 0.00 0.02
0.11 -0.03 0.03
0.05 -0.14 -0.03
0.11 -0.03 0.06
-0.01 0.03 -0.05
-0.03 0.14 -0.19
-0.08 0.21 -0.16
0.17 -0.63 -0.02
-0.52 0.38 0.04
0.44 -0.25 0.34
-0.08 0.37 -0.19
-0.03 -0.21 0.13
0.04 0.01 -0.13
0.01 0.01 -0.03
0.06 -0.07 0.11
-0.15 -0.04 0.01
-0.01 -0.04 0.00
0.01 0.06 -0.01
0.09 0.03 0.10
-0.07 0.11 0.02
0.03 -0.05 -0.06
0.09 0.02 -0.20
-0.15 0.08 -0.23
0.01 0.00 0.64
0.19 0.35 -0.48
0.02 -0.49 0.35
-0.06 0.14 -0.31
0.13 -0.03 0.18
-0.13 0.02 0.00
-0.04 0.00 0.00
0.08 -0.07 0.09
0.07 0.16 -0.02
0.02 0.03 0.04
0.02 -0.02 -0.08
0.07 -0.14 -0.02
0.05 0.03 -0.12
-0.06 0.01 0.06
-0.22 0.00 0.00

Computed properties:
HOMO level ... -10.5 eV
Kohn-Sham gap ... 6.09 eV
Charge ... +1

Löwdin population analysis, charges in e, atoms 1 to 8: number 1, C, carries 0.00; number 2, C, carries -0.15; number 3, C, carries -0.20; number 4, C, carries -0.32; number 5, C, carries -0.17; number 6, O, carries -0.19; number 7, C, carries -0.20; number 8, O, carries -0.14